Record 1
# C12H48Ag2O16P

A structure of composition C12H48Ag2O16P at a distorted geometry (ωB97M-V/def2-TZVPD, the Open Molecules 2025 dataset).

XYZ file:
```
79
Properties=species:S:1:pos:R:3:lowdin_charge:R:1
Ag -1.731 -0.167 -2.204 1.0695
Ag 1.414 0.822 2.185 1.0952
P -0.252 -0.018 0.061 0.1286
O -0.561 -1.281 -0.800 -0.2691
O -1.083 1.073 -0.605 -0.2980
O 1.199 0.368 0.103 -0.2706
O -0.541 -0.172 1.577 -0.2879
C -2.883 4.144 -0.112 -0.1668
O -3.273 2.805 0.053 -0.1158
H -3.763 4.729 -0.383 0.0827
H -2.437 4.651 0.749 0.0734
H -2.202 4.332 -0.949 0.0693
H -2.524 2.201 0.063 0.0137
C -0.959 2.501 3.249 -0.1023
O 0.222 2.711 2.457 -0.1889
H -0.818 1.594 3.839 0.0800
H -1.094 3.291 3.987 0.0962
H -1.848 2.371 2.632 0.0820
H 0.371 3.647 2.296 0.1040
C 3.896 0.677 -2.040 -0.1039
O 2.609 0.075 -2.075 -0.1668
H 4.329 0.671 -1.038 0.0865
H 4.570 0.024 -2.598 0.0876
H 3.864 1.667 -2.498 0.0843
H 2.108 0.378 -1.278 0.0270
C 4.148 -1.657 2.192 -0.1315
O 2.972 -1.077 1.660 -0.1823
H 4.312 -1.429 3.247 0.0828
H 4.040 -2.736 2.057 0.0911
H 5.121 -1.402 1.754 0.0807
H 2.667 -1.666 0.942 0.0417
C 2.425 -3.024 -1.754 -0.1240
O 1.963 -2.366 -0.600 -0.1483
H 1.847 -2.778 -2.647 0.0829
H 3.471 -2.789 -1.972 0.0841
H 2.402 -4.112 -1.645 0.0883
H 1.196 -1.824 -0.866 0.0174
C -3.457 -1.349 3.149 -0.1008
O -3.099 -0.595 1.990 -0.1633
H -3.413 -2.401 2.862 0.0837
H -2.829 -1.145 4.015 0.0839
H -4.478 -1.070 3.408 0.0852
H -2.139 -0.412 1.955 0.0114
C -4.949 -0.779 -0.718 -0.1070
O -3.557 -0.474 -0.698 -0.2168
H -5.558 0.120 -0.650 0.0927
H -5.154 -1.332 -1.636 0.0847
H -5.157 -1.522 0.055 0.0848
H -3.310 -0.337 0.238 0.0323
C 3.752 3.336 0.949 -0.1231
O 2.708 2.400 0.745 -0.1979
H 4.546 2.791 1.461 0.0855
H 4.222 3.775 0.067 0.0889
H 3.437 4.188 1.557 0.0806
H 2.239 2.560 -0.093 0.0470
C 0.361 -0.040 -4.881 -0.0905
O 0.175 -0.112 -3.448 -0.2218
H 0.834 0.913 -5.133 0.0833
H 1.113 -0.781 -5.155 0.0912
H -0.527 -0.150 -5.495 0.0871
H 1.086 -0.113 -3.081 0.0493
C 0.103 -3.433 2.710 -0.1355
O -0.195 -2.172 3.291 -0.1374
H 1.066 -3.856 3.025 0.0767
H -0.590 -4.201 3.069 0.0838
H 0.132 -3.304 1.628 0.0614
H -0.352 -1.626 2.524 -0.0235
C -2.781 -4.154 -0.546 -0.1383
O -1.391 -3.960 -0.328 -0.1313
H -3.355 -3.347 -0.073 0.0606
H -2.944 -4.146 -1.625 0.0801
H -3.169 -5.030 -0.030 0.0843
H -1.160 -3.057 -0.568 0.0084
C 0.503 3.299 -2.604 -0.1016
O 0.632 3.030 -1.195 -0.1702
H -0.526 3.057 -2.876 0.0800
H 0.781 4.324 -2.824 0.0879
H 1.185 2.606 -3.104 0.0644
H 0.040 2.272 -0.977 0.0071
```

The gap between HOMO and LUMO (spin up / spin down) comes out at 8.625 / 4.877 eV. For the HOMO energy (spin up / spin down), the calculation gives -11.99 / -11.97 eV. As for the total charge: +1. Its spin multiplicity is 3. The molar mass is 695.21 u. For the energy above the lowest of the compared OMol25 structures with the same formula, charge and spin, the calculation gives 0.0 kcal per mole. As for the expectation value of S²: 2.012.

***

Record 2
# C12H48BMgN20O14S

A structure of composition C12H48BMgN20O14S at a distorted geometry (ωB97M-V/def2-TZVPD, the Open Molecules 2025 dataset).

XYZ file:
```
97
Properties=species:S:1:pos:R:3:lowdin_charge:R:1
Mg 0.568 -1.795 -0.162 0.6080
B 0.095 0.149 0.436 -0.4129
H -0.133 1.218 0.765 0.0185
H -0.500 -0.494 1.126 -0.0218
H -0.076 -0.029 -0.649 -0.0182
H 1.180 0.010 0.618 -0.0285
C -0.748 -3.793 1.905 -0.6062
O -0.205 -2.770 1.455 -0.0340
N -0.079 -4.898 2.323 0.1965
N -2.078 -3.850 2.076 0.2058
H 0.884 -4.837 2.031 0.1134
H -0.564 -5.768 2.434 0.1131
H -2.517 -4.585 2.600 0.1198
H -2.609 -3.020 1.855 0.1008
C -3.635 -0.063 2.514 -0.6879
O -4.488 0.032 3.389 0.0260
N -3.776 0.441 1.265 0.1633
N -2.482 -0.759 2.667 0.1584
H -2.964 0.514 0.681 0.0736
H -4.674 0.780 0.974 0.0992
H -2.289 -1.183 3.569 0.0722
H -1.834 -0.939 1.919 0.0327
C -4.141 1.312 -2.491 -0.6490
O -4.022 2.084 -1.531 -0.0092
N -3.141 0.510 -2.902 0.1827
N -5.227 1.358 -3.292 0.1729
H -2.191 0.665 -2.623 0.0749
H -3.335 -0.104 -3.670 0.0867
H -5.962 1.985 -3.019 0.1178
H -5.309 0.624 -3.971 0.0999
C -1.842 -2.518 -2.081 -0.5786
O -0.982 -2.316 -1.209 -0.0049
N -3.002 -3.137 -1.838 0.2066
N -1.757 -2.017 -3.342 0.1882
H -3.203 -3.575 -0.957 0.1184
H -3.633 -3.267 -2.607 0.1133
H -2.314 -2.427 -4.070 0.1182
H -0.914 -1.513 -3.573 0.0886
C 3.506 2.790 -0.172 -0.6151
O 3.649 1.566 -0.400 -0.0602
N 2.313 3.347 -0.002 0.1906
N 4.527 3.684 -0.243 0.1772
H 1.548 2.696 0.097 0.0846
H 2.120 4.330 0.065 0.0952
H 4.318 4.657 -0.115 0.1070
H 5.469 3.382 -0.410 0.1113
C 3.543 -1.835 1.107 -0.5819
O 2.408 -2.000 0.629 -0.0174
N 4.275 -2.796 1.714 0.1832
N 4.094 -0.613 1.277 0.1839
H 5.233 -2.670 1.973 0.1094
H 3.905 -3.732 1.739 0.1131
H 4.951 -0.590 1.790 0.1170
H 3.660 0.146 0.751 0.0683
C 2.261 -1.052 -2.831 -0.6048
O 1.383 -1.368 -2.020 -0.0227
N 3.220 -0.135 -2.626 0.2167
N 2.506 -1.863 -3.897 0.1849
H 3.673 0.304 -3.409 0.1208
H 3.146 0.416 -1.772 0.0690
H 1.806 -2.519 -4.199 0.1115
H 3.164 -1.630 -4.621 0.1122
C 1.295 1.114 4.047 -0.6925
O 1.775 1.271 5.165 0.0187
N 0.004 1.404 3.729 0.1809
N 1.956 0.557 2.994 0.1534
H -0.225 1.441 2.755 0.0562
H -0.470 1.922 4.451 0.1185
H 1.536 0.491 2.069 0.0226
H 2.929 0.316 3.011 0.0787
C -0.151 -2.562 5.296 -0.6642
O -1.259 -2.077 5.093 0.0225
N 0.955 -2.178 4.612 0.1776
N 0.082 -3.604 6.143 0.1498
H 0.909 -1.533 3.844 0.0777
H 1.821 -2.457 5.034 0.0984
H 0.982 -3.798 6.534 0.0937
H -0.744 -4.102 6.425 0.1042
C -1.031 4.460 -0.665 -0.6560
O 0.189 4.680 -0.643 -0.0113
N -1.923 5.426 -0.996 0.1698
N -1.573 3.243 -0.574 0.1704
H -2.911 5.326 -1.138 0.1054
H -1.563 6.362 -1.068 0.1075
H -2.555 3.030 -0.663 0.0702
H -0.928 2.474 -0.547 0.0439
C 1.168 2.858 -3.566 -0.1173
C 0.222 2.033 -2.722 -0.1947
O -0.253 0.925 -3.448 -0.2472
S -0.129 1.191 -5.030 0.6481
O -1.147 2.060 -5.538 -0.2047
O 0.163 -0.045 -5.676 -0.2256
O 1.231 2.092 -4.798 -0.2016
H 2.137 3.086 -3.127 0.1277
H 0.769 3.848 -3.797 0.1341
H -0.712 2.526 -2.445 0.1111
H 0.676 1.678 -1.798 0.1019
```

The gap between HOMO and LUMO comes out at 8.392 eV. For the HOMO energy, the calculation gives -10.75 eV. As for the total charge: +1. The molar mass is 763.83 u.

***

Record 3
# C12H48N16O12

A cluster of 12 separate species, C12H48N16O12 in total at a distorted geometry (ωB97M-V/def2-TZVPD, the Open Molecules 2025 dataset).

XYZ file:
```
88
Properties=species:S:1:pos:R:3:lowdin_charge:R:1
C -3.082 -2.369 2.005 -0.1579
O -4.226 -3.201 1.832 -0.1156
H -3.291 -1.359 1.640 0.0644
H -2.930 -2.243 3.077 0.0852
H -2.205 -2.810 1.534 0.0447
H -4.354 -3.353 0.890 0.0512
C -0.849 3.715 -0.641 -0.1660
O -1.529 3.298 -1.822 -0.1166
H -1.489 4.454 -0.146 0.0774
H -0.777 2.902 0.090 0.0374
H 0.142 4.067 -0.902 0.0775
H -2.444 3.094 -1.613 0.0703
C 0.208 0.194 0.295 -0.1115
O -1.052 -0.501 0.243 -0.1624
H 0.256 0.907 1.121 0.0473
H 1.010 -0.531 0.449 0.0705
H 0.383 0.702 -0.654 0.0744
H -0.831 -1.320 0.708 0.0296
C 3.451 1.933 -3.925 -0.1825
O 2.861 1.816 -2.662 -0.1477
H 4.319 2.593 -3.914 0.0747
H 3.830 0.964 -4.276 0.0728
H 2.760 2.298 -4.695 0.0685
H 2.091 1.229 -2.756 0.0168
C 0.432 -0.517 4.137 -0.6716
O -0.485 -0.003 3.498 -0.0001
N 1.118 -1.585 3.638 0.1686
N 0.868 -0.024 5.329 0.1602
H 1.762 -2.094 4.214 0.1067
H 0.512 -1.966 2.909 0.0685
H 1.782 -0.262 5.674 0.0977
H 0.417 0.760 5.763 0.1029
C 0.830 -3.999 1.194 -0.6133
O 0.127 -3.027 1.475 -0.0223
N 2.151 -3.920 0.851 0.1903
N 0.356 -5.264 1.041 0.1651
H 2.702 -4.756 0.862 0.1018
H 2.568 -3.045 0.567 0.0648
H 0.952 -6.032 0.804 0.0995
H -0.598 -5.463 1.286 0.1090
C 3.146 -2.484 -3.034 -0.6700
O 4.175 -3.078 -2.742 0.0121
N 2.371 -1.814 -2.132 0.1736
N 2.868 -2.183 -4.347 0.1398
H 2.788 -1.667 -1.225 0.0423
H 1.732 -1.139 -2.518 0.0538
H 3.623 -2.363 -4.982 0.0953
H 2.033 -1.715 -4.647 0.0811
C -0.629 0.719 -3.805 -0.6320
O 0.528 0.588 -3.388 -0.0139
N -1.738 0.235 -3.206 0.1952
N -0.853 1.374 -4.977 0.1681
H -2.589 0.626 -3.566 0.1002
H -1.723 -0.419 -2.444 0.0776
H -0.066 1.746 -5.473 0.1051
H -1.750 1.368 -5.426 0.0995
C 3.827 -0.210 0.783 -0.6502
O 3.878 -1.361 0.328 -0.0349
N 3.271 0.121 1.966 0.1686
N 4.048 0.859 -0.028 0.1820
H 3.164 -0.589 2.664 0.0787
H 3.045 1.093 2.195 0.0401
H 4.397 0.745 -0.962 0.0969
H 3.808 1.783 0.286 0.0835
C -3.963 1.938 1.506 -0.6630
O -4.613 1.338 0.657 0.0116
N -4.424 3.044 2.146 0.1564
N -2.647 1.648 1.713 0.1801
H -5.362 3.346 1.958 0.1052
H -3.797 3.585 2.708 0.0894
H -2.238 0.993 1.062 0.0634
H -2.108 1.928 2.511 0.0727
C 1.733 3.317 2.258 -0.6316
O 2.830 2.770 2.322 0.0084
N 1.517 4.511 1.637 0.1757
N 0.627 2.817 2.877 0.1792
H 2.251 5.009 1.171 0.1151
H 0.565 4.825 1.633 0.0878
H 0.807 1.938 3.334 0.0721
H -0.293 3.208 2.852 0.0877
C -4.313 -2.053 -1.659 -0.6942
O -5.117 -2.923 -1.984 0.0131
N -3.049 -2.381 -1.285 0.1551
N -4.591 -0.753 -1.406 0.1701
H -2.903 -3.362 -1.127 0.1105
H -2.511 -1.679 -0.805 0.0454
H -3.967 -0.135 -0.923 0.0581
H -5.528 -0.445 -1.597 0.1090
```

The structure (SMILES) is NC(N)=O.NC(N)=O.NC(N)=O.NC(N)=O.NC(N)=O.NC(N)=O.NC(N)=O.NC(N)=O.CO.CO.CO.CO. The gap between HOMO and LUMO comes out at 8.955 eV. For the HOMO energy, the calculation gives -9.01 eV. The molar mass is 608.62 u. For the energy above the lowest of the compared OMol25 structures with the same formula, charge and spin, the calculation gives 17.0 kcal per mole.